(1)
Computed, not measured: a molecular structure, C20H32CdN7SSi2 at a distorted geometry, with the ωB97M-V functional and the def2-TZVPD basis.

Structure (XYZ):
```
63
Properties=species:S:1:pos:R:3:forces:R:3
Cd -0.06066 -3.88457 0.04471 0.3 1.0 0.4
N 4.53655 -2.49070 0.64782 0.0 0.0 0.0
C 3.59837 -2.94092 -0.18777 0.1 0.0 -0.1
N 2.45339 -3.02994 0.45567 -0.4 -0.3 0.0
C 2.76848 -2.62140 1.72023 -0.1 0.0 0.1
N 4.02603 -2.27826 1.87415 0.0 -0.1 -0.2
C 1.80054 -2.57871 2.82623 0.2 0.0 -0.1
C 2.20311 -2.32468 4.13429 -0.1 0.1 0.2
N 1.32575 -2.24477 5.12662 0.0 0.0 -0.1
C 0.04587 -2.43859 4.81552 0.1 0.0 0.1
C -0.34757 -2.73932 3.52230 -0.1 0.0 -0.1
N 0.53002 -2.80156 2.52553 -0.3 -0.4 -0.1
H 5.51142 -2.31359 0.47113 0.0 0.0 0.0
H 3.77815 -3.19113 -1.22277 0.0 0.0 0.1
H 3.25115 -2.19047 4.37141 0.0 0.0 0.0
H -0.67775 -2.35865 5.61802 0.0 0.0 0.0
H -1.38798 -2.92655 3.28023 0.0 0.0 0.0
C 1.21340 -1.42823 -2.44466 0.1 0.1 -0.3
Si 0.60386 0.06177 -1.49781 -0.3 -0.2 0.3
C 2.00523 0.89732 -0.62569 0.1 0.3 0.1
C -0.44210 1.15592 -2.55378 0.0 0.1 -0.3
C -1.47750 -2.03029 -0.10208 0.0 -0.7 -0.2
Si -2.65532 -2.29659 -1.56759 0.0 -0.2 0.3
C -1.81389 -2.74294 -3.16391 0.0 0.1 -0.2
C -3.67892 -0.75468 -1.73028 -0.1 0.2 -0.1
C -3.70833 -3.72770 -1.00254 -0.2 0.0 0.0
H 2.27820 -1.30725 -2.67223 -0.1 0.0 0.0
H 0.68523 -1.54400 -3.39261 0.1 0.0 0.1
H 1.09771 -2.34958 -1.87923 0.0 -0.2 0.0
H 2.63271 1.44621 -1.33780 0.0 -0.1 0.1
H 2.62797 0.16073 -0.10990 0.0 0.0 0.0
H 1.63544 1.61193 0.11611 0.1 -0.1 -0.1
H 0.18736 1.78303 -3.19717 -0.1 -0.1 0.0
H -1.04103 1.80610 -1.91357 0.0 0.0 0.0
H -1.10079 0.57204 -3.20385 0.0 0.0 0.0
H -2.00329 -2.30423 0.81746 -0.1 0.0 0.0
H -1.49618 -1.86297 -3.73192 0.0 -0.1 0.1
H -2.52522 -3.29373 -3.78778 0.0 0.1 0.0
H -0.94585 -3.38542 -3.00790 0.0 0.0 0.0
H -3.06137 0.13150 -1.90866 -0.1 -0.1 0.0
H -4.27371 -0.58618 -0.82644 0.0 0.0 -0.1
H -4.37514 -0.85780 -2.56884 0.0 0.1 0.1
H -3.09983 -4.54743 -0.61322 0.0 0.0 0.0
H -4.30402 -4.12682 -1.82952 0.0 0.0 0.1
H -4.40335 -3.41866 -0.21477 0.1 0.0 -0.1
N -2.61390 2.10012 0.90438 0.1 0.0 0.0
C -1.50010 2.66173 0.43010 0.0 0.0 0.1
S -0.56801 -0.61299 0.27097 0.4 0.2 -0.1
N -1.24575 3.84777 0.99019 0.2 0.1 -0.2
C -0.14933 4.68806 0.65403 -0.1 -0.1 0.0
C 0.73551 4.36173 -0.36724 0.0 -0.1 -0.1
C 1.79857 5.20480 -0.65192 0.0 0.0 0.0
C 1.98742 6.37998 0.06515 0.0 0.0 0.0
C 1.09299 6.70698 1.07322 0.0 0.0 0.0
C 0.03018 5.86457 1.36894 0.0 0.0 0.1
H -2.86694 1.18161 0.58908 0.0 0.0 0.0
H -3.19940 2.50772 1.62436 -0.1 0.0 0.0
H -1.84429 4.21679 1.72251 -0.1 0.1 0.1
H 0.57211 3.45360 -0.93209 0.0 0.1 0.0
H 2.48555 4.94340 -1.44840 0.0 0.0 0.0
H 2.81599 7.03675 -0.16434 0.0 0.0 0.0
H 1.21660 7.62374 1.63593 0.0 0.0 0.0
H -0.66334 6.12543 2.16198 0.0 0.0 0.0
```
Forces are in eV/Å.

Values from the calculation:
electronic energy	-62839.7794	eV
total charge	+1
2S+1	1
orbital gap	5.892	eV
HOMO	-10.28	eV

***

(2)
Computed, not measured: C20H32ClN3O2S in the gas phase, with the ωB97M-V functional and the def2-TZVPD basis.

Structure (XYZ):
```
59
Properties=species:S:1:pos:R:3:forces:R:3
C 0.76211 -7.45951 3.60339 0.0 0.0 0.0
C -0.28013 -6.61153 2.88608 0.0 0.0 0.0
C 0.33443 -5.44360 2.12669 0.0 0.0 -0.1
C -0.69845 -4.57907 1.41365 0.0 0.1 0.1
C -0.07879 -3.40593 0.63989 0.1 0.0 0.1
C -0.75589 -2.08478 0.96254 0.0 0.0 0.0
N -0.13626 -0.99388 0.23040 0.0 0.0 0.0
C -0.74101 0.21093 0.10001 0.0 0.0 0.0
O -1.87781 0.42502 0.47153 0.0 0.0 0.0
C 0.15427 1.29846 -0.51598 0.0 0.0 0.0
C 0.74658 2.07503 0.64764 0.0 0.0 0.0
C -0.08660 2.83770 1.45530 0.0 0.0 0.0
C 0.42162 3.54074 2.54132 0.0 0.0 0.0
C -0.49273 4.36273 3.40837 0.0 0.0 0.0
C 1.78483 3.46782 2.81391 0.0 0.0 0.0
C 2.60649 2.70287 2.00557 0.0 0.0 0.0
Cl 4.30963 2.62178 2.35307 0.0 0.0 0.0
C 2.10519 2.00337 0.92144 0.0 0.0 0.0
N -0.58762 2.16638 -1.41216 0.0 0.0 0.0
C 0.28594 3.23209 -1.90606 0.0 0.0 0.0
C -0.27341 4.05037 -3.07116 0.0 0.0 0.0
C 0.15627 3.54493 -4.44755 0.0 0.0 0.0
S -0.69867 2.10559 -5.04642 0.0 0.0 0.0
N -2.14710 2.52961 -5.21079 0.0 0.2 -0.1
O 0.06138 1.53070 -6.13991 0.0 0.0 0.0
C -0.55158 0.97968 -3.65953 0.0 0.0 0.0
C -1.34545 1.45186 -2.43212 0.0 0.0 0.0
H 0.30373 -8.29007 4.14082 0.0 0.0 0.0
H 1.48072 -7.87661 2.89495 0.0 0.0 0.0
H 1.32076 -6.86205 4.32671 0.0 0.0 0.0
H -0.84715 -7.23488 2.18789 0.0 0.0 0.0
H -1.00548 -6.22675 3.60967 0.0 0.0 0.0
H 0.90506 -4.81743 2.82203 0.0 0.0 0.0
H 1.05758 -5.82528 1.39693 0.0 0.0 0.0
H -1.29541 -5.20050 0.74185 0.0 0.0 0.0
H -1.39826 -4.19036 2.16116 0.0 0.0 0.0
H 0.98350 -3.32562 0.89825 0.0 0.0 0.0
H -0.12258 -3.58122 -0.43745 0.0 0.0 0.0
H -1.81223 -2.10913 0.69344 0.0 0.0 0.0
H -0.70810 -1.89360 2.04007 0.0 0.0 0.0
H 0.84003 -1.07004 -0.00357 0.0 0.0 0.0
H 0.99167 0.80091 -1.04300 0.0 0.0 0.0
H -1.14485 2.86917 1.22395 0.0 0.0 0.0
H 0.04997 4.82703 4.23038 0.0 0.0 0.0
H -0.97097 5.15260 2.82729 0.0 0.0 0.0
H -1.28562 3.74293 3.82888 0.0 0.0 0.0
H 2.20824 4.00402 3.65309 0.0 0.0 0.0
H 2.77199 1.42235 0.29666 0.0 0.0 0.0
H 0.49229 3.89827 -1.06838 0.0 0.0 0.0
H 1.26907 2.82475 -2.21177 0.0 0.0 0.0
H -1.35940 4.13371 -3.01457 0.0 0.0 0.0
H 0.11689 5.06502 -2.97848 0.0 0.0 0.0
H -0.02703 4.28543 -5.22668 0.0 0.0 0.0
H 1.21515 3.27974 -4.45799 0.0 0.0 0.0
H -2.58605 2.08967 -6.01133 0.0 -0.1 0.1
H -0.94875 0.04603 -4.06183 0.0 0.0 0.0
H 0.51312 0.83466 -3.46265 0.0 0.0 0.0
H -1.81431 0.59338 -1.95850 0.0 0.0 0.0
H -2.17084 2.07454 -2.77694 0.0 0.0 0.0
```
Forces are in eV/Å.

Values from the calculation:
relative energy (zero: lowest compared OMol25 entry of this formula, charge and spin)	4.5	kcal per mole
electronic energy	-53181.8101	eV
2S+1	1
SMILES string	CCCCCCNC(=O)[C@H](c1cc(C)cc(Cl)c1)N1CCC[S@@](=N)(=O)CC1
orbital gap	9.374	eV
HOMO	-8.94	eV

***

(3)
Computed, not measured: C20H32ClN3O2S in the gas phase, with the ωB97M-V functional and the def2-TZVPD basis.

Structure (XYZ):
```
59
Properties=species:S:1:pos:R:3:forces:R:3
C -3.23296 6.61148 -0.79576 0.0 0.0 0.0
C -2.68681 5.81506 -1.97351 0.0 0.0 0.0
C -2.00719 4.52092 -1.54338 -0.1 0.0 0.0
C -1.44115 3.73563 -2.72193 0.2 0.1 0.0
C -0.88812 2.35985 -2.35507 -0.2 0.0 0.1
C 0.07646 2.38686 -1.17582 0.1 0.0 -0.1
N 0.64472 1.07330 -0.92593 0.0 0.0 0.0
C 0.36327 0.35741 0.19098 0.0 0.0 0.0
O -0.22454 0.80912 1.15347 0.0 0.0 0.0
C 0.80267 -1.11353 0.10208 0.0 0.0 0.0
C -0.39831 -1.87014 -0.44039 0.0 0.0 0.0
C -1.54784 -1.97081 0.33338 0.0 0.0 0.0
C -2.67512 -2.62578 -0.14727 0.0 0.0 0.0
C -3.90759 -2.74845 0.70673 0.0 0.0 0.0
C -2.64087 -3.17768 -1.42564 0.0 0.0 0.0
C -1.49273 -3.07120 -2.18888 0.0 0.0 0.0
Cl -1.46029 -3.76460 -3.78412 0.0 0.0 0.0
C -0.36528 -2.42355 -1.71194 0.0 0.0 0.0
N 1.22741 -1.63586 1.38728 0.0 0.0 0.0
C 1.54792 -3.05777 1.26522 0.0 0.0 0.0
C 2.23304 -3.67488 2.48534 0.0 0.0 0.0
C 3.75467 -3.73134 2.38377 0.0 0.0 0.0
S 4.61416 -2.18918 2.57191 0.0 0.0 0.0
N 4.43327 -1.89023 4.05210 0.0 0.0 0.0
O 5.91995 -2.29061 1.94744 0.0 0.0 0.0
C 3.68795 -1.03568 1.55104 0.0 0.0 0.0
C 2.25011 -0.82527 2.03934 0.0 0.0 0.0
H -3.71734 7.53184 -1.12327 0.0 0.0 0.0
H -3.96748 6.02771 -0.23734 0.0 0.0 0.0
H -2.43338 6.88309 -0.10358 0.0 0.0 0.0
H -3.49803 5.58017 -2.66937 0.0 0.0 0.0
H -1.97213 6.42647 -2.53345 0.0 0.0 0.0
H -1.21011 4.75972 -0.83277 0.0 0.0 0.0
H -2.72582 3.89785 -0.99788 0.0 0.0 0.0
H -2.21758 3.61208 -3.48176 0.0 0.0 0.0
H -0.64937 4.33056 -3.19102 0.0 0.0 0.0
H -1.71139 1.68421 -2.10171 0.0 0.0 0.0
H -0.38631 1.92605 -3.22601 0.0 0.0 0.0
H 0.87923 3.10928 -1.35329 0.0 0.0 0.0
H -0.43114 2.67436 -0.25801 0.0 0.0 0.0
H 1.05664 0.58216 -1.70244 0.0 0.0 0.0
H 1.61055 -1.18916 -0.65070 0.0 0.0 0.0
H -1.54992 -1.52055 1.31915 0.0 0.0 0.0
H -4.77987 -3.01067 0.10957 0.0 0.0 0.0
H -3.77513 -3.52368 1.46397 0.0 0.0 0.0
H -4.11398 -1.81396 1.22804 0.0 0.0 0.0
H -3.50581 -3.68867 -1.82806 0.0 0.0 0.0
H 0.52448 -2.36306 -2.32615 0.0 0.0 0.0
H 0.61315 -3.58468 1.07523 0.0 0.0 0.0
H 2.18246 -3.24555 0.37836 0.0 0.0 0.0
H 1.92873 -3.17893 3.40735 0.0 0.0 0.0
H 1.89477 -4.70914 2.56779 0.0 0.0 0.0
H 4.18918 -4.34811 3.17072 0.0 0.0 0.0
H 4.07418 -4.12241 1.41638 0.0 0.0 0.0
H 4.86560 -1.00946 4.31706 0.0 0.0 0.0
H 4.28004 -0.12164 1.63306 0.0 0.0 0.0
H 3.76032 -1.37683 0.51670 0.0 0.0 0.0
H 1.97302 0.21877 1.91918 0.0 0.0 0.0
H 2.22566 -1.01087 3.11381 0.0 0.0 0.0
```
Forces are in eV/Å.

Values from the calculation:
relative energy (zero: lowest compared OMol25 entry of this formula, charge and spin)	0.8	kcal per mole
electronic energy	-53181.9704	eV
2S+1	1
SMILES string	CCCCCCNC(=O)[C@H](c1cc(C)cc(Cl)c1)N1CCC[S@@](=N)(=O)CC1
orbital gap	9.464	eV
HOMO	-9.01	eV

***

(4)
Computed, not measured: a molecular structure, C20H32CrN2S5, with the ωB97M-V functional and the def2-TZVPD basis.

Structure (XYZ):
```
60
Properties=species:S:1:pos:R:3:forces:R:3
Cr 0.30449 0.36975 0.23936 -0.1 -0.3 0.1
C -0.20635 -1.41996 3.31424 0.0 0.0 0.1
C 0.86154 -2.44344 2.98770 0.0 0.0 -0.1
S 1.19858 -2.66812 1.23061 -0.1 0.0 0.0
C -0.17024 -3.68507 0.62888 0.0 0.1 0.0
C -1.54929 -3.03859 0.54391 0.1 0.0 0.0
S -1.55678 -1.38711 -0.22110 0.3 0.1 0.0
C -3.12193 -0.76862 0.45221 0.0 0.1 -0.1
C -3.31291 0.69029 0.08090 0.0 0.0 0.1
S -1.91220 1.77176 0.47270 0.0 0.0 -0.3
C -2.00889 2.06738 2.25562 0.1 -0.1 0.0
C -1.50392 0.96138 3.16932 0.0 0.1 0.0
S 0.13514 0.27785 2.72953 0.1 0.1 -0.3
H -0.31334 -1.32490 4.39620 0.0 0.0 0.0
H -1.16847 -1.69794 2.89436 0.0 0.0 0.0
H 0.57119 -3.39946 3.42763 0.0 0.0 0.0
H 1.81944 -2.17034 3.43316 0.0 0.0 0.0
H -0.23937 -4.57762 1.25097 0.0 -0.1 0.0
H 0.16586 -4.00803 -0.35622 0.0 0.0 0.0
H -2.01415 -2.94887 1.52344 0.0 0.0 0.0
H -2.20137 -3.65091 -0.07809 0.0 -0.1 0.0
H -3.12099 -0.92548 1.52914 0.0 0.0 0.0
H -3.92344 -1.36593 0.01834 0.0 0.0 0.0
H -4.20407 1.09806 0.55786 0.0 0.0 0.0
H -3.43917 0.80768 -0.99631 0.0 0.0 0.0
H -3.05312 2.27546 2.48780 0.0 0.1 0.0
H -1.46561 2.99787 2.41259 0.0 0.0 0.0
H -2.19118 0.12066 3.18456 -0.1 0.0 0.0
H -1.41307 1.33841 4.18637 -0.1 0.0 0.1
S 1.26000 4.81867 0.09076 0.1 0.2 0.0
C 1.47184 4.09236 -1.43632 -0.1 0.1 0.0
C 1.31472 2.75150 -1.34557 0.0 -0.1 0.3
N 1.03628 2.30016 -0.06114 0.0 0.1 -0.2
C 0.99214 3.31143 0.78548 0.0 -0.1 0.1
H 1.69114 4.67397 -2.32066 0.0 0.0 0.1
H 1.41682 2.06144 -2.16685 0.0 -0.1 0.0
H 0.81806 3.19511 1.84766 0.0 0.0 -0.1
C 6.43023 0.33150 0.44225 -0.1 0.1 0.0
N 5.16835 0.78414 1.12338 0.0 0.0 -0.1
C 4.68577 2.08081 0.55008 0.0 -0.1 0.0
C 4.07485 -0.27156 1.18337 0.0 0.0 -0.1
C 3.42864 -0.58386 -0.13764 0.1 0.0 -0.1
C 4.11160 -1.33074 -1.10149 0.0 0.0 0.0
C 3.52723 -1.66997 -2.31672 0.0 0.0 0.0
C 2.22970 -1.26901 -2.60170 0.1 0.0 0.0
C 1.54328 -0.55263 -1.62485 -0.1 0.2 0.1
C 2.11142 -0.23012 -0.40560 -0.2 0.0 0.0
H 7.21562 1.04400 0.67710 0.0 0.0 0.0
H 6.26698 0.31182 -0.63041 0.0 0.0 0.0
H 6.70639 -0.65281 0.80993 0.0 0.0 0.0
H 5.41965 0.96280 2.09495 0.0 0.0 0.1
H 4.34725 1.90206 -0.46662 0.0 0.0 0.0
H 5.50730 2.79167 0.54884 0.0 0.0 0.0
H 3.86836 2.45703 1.16141 0.0 0.0 0.0
H 3.33488 0.11893 1.87928 -0.1 0.0 0.1
H 4.53421 -1.15790 1.61914 0.1 0.0 0.0
H 5.11417 -1.69302 -0.89364 -0.1 0.0 0.0
H 4.08372 -2.25417 -3.03951 0.0 0.0 0.0
H 1.76720 -1.51183 -3.55100 0.0 0.0 0.1
H 0.50389 -0.24748 -1.86348 0.0 0.0 -0.1
```
Forces are in eV/Å.

Values from the calculation:
electronic energy	-106811.9780	eV
total charge	+3
2S+1	4
orbital gap (spin up / spin down)	6.998 / 8.076	eV
HOMO (spin up / spin down)	-16.95 / -17.03	eV

***

Which formula does entry 2 have? C20H32ClN3O2S